Entry from the OMol25 dataset: 2 unconnected molecules or ions with the total composition CH2INO3S (ωB97M-V/def2-TZVPD).

The calculation puts the HOMO energy (spin up / spin down) at -9.6 / -8.6 eV. The orbital gap (spin up / spin down) comes out at 8.5 / 6.6 eV.

Positions of all 9 atoms, in Å:
N1 -1.8823 -0.0682 -3.3493
S1 -1.5223 1.0938 0.0688
C1 -0.5295 -0.3136 0.4953
O1 -2.8082 0.8877 0.6742
O2 -1.3723 0.1227 -2.2665
H1 0.5139 0.0481 0.4674
O3 -2.8258 0.4261 -3.9436
I1 -0.9326 -2.1916 -0.3994
H2 -0.9841 -0.3095 1.5736